(1)
ORCA calculation (ωB97M-V/def2-TZVPD) on 6 unconnected molecules or ions with the total composition C39H82NO18.

ORCA input file:
```
! RIJCOSX wB97M-V def2-TZVPD def2/J DEFGRID3
* xyz 1 1
C 6.02 -0.50 -0.03
H -5.53 3.80 -0.61
H -7.91 8.72 -2.15
H -4.22 -3.27 -8.16
H 10.99 -7.77 2.75
H -4.33 6.08 3.05
O -3.00 -3.06 0.37
H -10.86 9.17 -2.88
C 4.79 -1.27 3.32
H -0.32 0.57 -0.08
H 11.10 -3.36 5.15
O 9.39 0.59 3.18
C 9.69 -0.34 2.25
H -12.12 5.53 -2.91
C -3.14 7.95 1.37
C 13.47 -3.47 5.91
C 4.48 0.10 0.04
H -1.60 -4.58 0.65
O -0.04 -2.55 1.17
O -1.39 -6.95 -6.04
O -1.81 0.01 1.20
C -10.23 6.58 -3.07
C -8.90 9.15 -1.92
H -0.11 -7.58 -4.55
C -2.43 -4.30 -4.82
H -4.25 -3.21 -1.24
H -2.80 -4.34 1.95
H -2.75 -2.25 -8.37
H -8.07 9.25 0.57
H 2.75 -1.51 2.31
O 10.96 -1.12 2.23
H -9.88 6.55 -2.04
O 12.43 -7.68 4.25
C -2.74 -3.33 -5.97
C -3.84 5.20 2.63
H -5.62 9.32 3.06
H -8.79 10.21 -1.69
C -0.48 -0.16 0.71
H -2.42 8.13 2.17
H 12.67 -9.33 5.43
C -2.96 6.54 0.81
C -2.60 -7.36 -5.41
H 5.88 -1.72 3.16
C 8.60 -0.73 1.05
H -3.95 9.10 3.61
H -2.32 -3.71 -3.90
O -4.47 8.12 1.86
C -0.28 -7.71 -5.62
H 0.60 -1.57 -0.48
C -2.16 -3.83 1.23
H -4.26 3.54 1.31
H 0.61 -7.35 -6.15
H -1.64 2.05 1.55
H 11.20 -9.33 4.44
H -6.91 3.49 0.50
H -3.42 4.63 3.47
H -1.13 -1.87 -0.48
C 10.47 -5.42 5.03
H -6.92 4.91 -0.58
H -3.80 6.24 0.17
H -2.96 1.20 2.40
C 11.93 -7.26 2.98
H -2.42 -7.58 -4.34
O 12.67 -4.62 5.69
H -3.78 -3.00 -5.90
H -14.08 8.44 -1.78
O -2.71 5.56 1.83
H -0.42 -8.77 -5.85
H 4.14 -2.15 1.20
H -0.76 -3.48 2.81
H 3.76 -0.38 -0.77
O -9.67 7.70 -3.77
C -3.62 -3.86 -0.62
H 7.91 -2.76 -2.24
O -3.50 -5.22 -4.56
H 4.28 -1.88 4.20
C 3.87 -1.30 1.95
C 11.27 -4.30 5.69
H -9.53 9.71 -3.89
H 13.24 -3.02 6.88
H -2.87 -4.32 -1.27
H -4.64 -6.72 -5.29
H 14.52 -3.79 5.91
H 4.90 -0.12 3.61
H 10.79 -6.41 5.38
C -4.82 4.29 1.89
N 6.31 -1.46 -1.20
H 4.55 1.26 -0.25
H -4.30 10.16 2.21
O -12.34 7.44 -2.22
C 12.26 -9.07 4.45
H 0.25 0.01 1.52
H -12.08 6.79 -4.18
C -6.29 4.26 0.04
H 13.33 -2.74 5.11
C -9.82 8.97 -3.13
H -1.29 0.98 2.95
H 6.73 0.68 1.95
C -3.13 -3.27 -8.30
C -0.30 -1.57 0.15
C 7.72 -2.05 -1.30
H 10.65 -2.08 2.10
C -8.50 8.30 0.25
H -9.00 7.82 1.09
H 12.68 -7.52 2.22
H -13.75 8.24 -3.51
H 10.96 -4.18 6.73
H -1.48 -4.83 -4.98
H -14.30 6.84 -2.53
O -2.50 -3.96 -7.23
H -9.84 5.70 -3.57
C -13.69 7.75 -2.54
H -1.66 -2.04 2.39
H 12.56 -5.20 3.39
O 10.48 -5.35 3.60
H -5.47 3.77 2.61
H -7.71 7.63 -0.11
H 5.54 -1.65 -1.88
H -2.06 6.54 0.18
C 8.93 -1.74 -0.20
H -2.07 -2.46 -5.90
H -3.74 -5.87 -6.54
H -2.90 -3.80 -9.23
C 11.71 -5.74 2.97
C -1.92 1.13 2.07
H 9.42 -5.30 5.32
H -2.99 8.69 0.57
H 10.01 -2.20 -0.28
C 7.10 -0.08 1.13
C -11.76 6.54 -3.16
H 12.80 -9.64 3.68
H 11.61 -5.42 1.93
O 3.88 0.06 1.38
H -4.25 -4.63 -0.16
H -2.95 -8.27 -5.91
O -9.46 8.51 -0.78
C -3.67 -6.26 -5.52
C -1.17 -2.92 1.97
O -5.66 5.06 1.03
C -4.58 9.24 2.73
*
```

Output
* Kohn-Sham gap: 4.08 eV

Results of the Mulliken charge analysis, in e, for atoms 1 through 8: number 1, C, carries 0.37; number 2, H, carries 0.31; number 3, H, carries 0.34; number 4, H, carries 0.33; number 5, H, carries 0.34; number 6, H, carries 0.15; number 7, O, carries -0.27; number 8, H, carries 0.19

=====

(2)
ORCA calculation (ωB97M-V/def2-TZVPD) on a molecular structure, C39H83AsF6N3O35P6.

ORCA input file:
```
! RIJCOSX wB97M-V def2-TZVPD def2/J DEFGRID3
* xyz -1 1
H -13.23 0.42 1.08
H 2.62 -6.01 -8.37
O -12.67 -0.38 -0.91
H 2.42 -1.80 13.13
C -1.74 -4.37 -9.69
H -3.36 0.07 -7.55
C 3.47 -11.44 5.34
H 0.73 9.78 9.95
H 2.70 -3.56 8.82
O -10.34 0.27 -1.65
F -0.24 0.40 1.92
H 5.82 -8.37 -2.83
C 3.81 8.59 7.26
H 4.99 2.47 -10.40
P 7.10 -5.44 -3.93
O 0.62 -4.70 -6.65
H -12.90 3.25 -2.30
H -0.57 5.63 -0.93
P 0.59 -1.80 10.61
O 2.19 2.33 -8.17
H 3.33 -13.25 5.79
H -7.49 4.66 3.77
O -0.69 7.50 -0.31
C -5.47 2.33 5.25
H 3.24 -4.36 -8.67
H 4.21 2.63 1.66
F 0.19 -2.14 1.47
H 10.27 -5.76 -4.99
C 5.69 3.32 3.34
H 1.51 8.50 -2.65
H -14.09 1.88 -2.52
C 0.00 -5.20 -5.48
H 9.51 -4.45 -4.06
H 6.12 -3.09 -2.35
O -11.83 1.96 -0.34
C 7.53 5.00 3.59
H 4.11 9.44 7.87
C -6.17 -0.13 -6.95
F -2.63 0.07 1.02
C 2.13 -8.94 4.97
O 1.61 6.54 6.62
H -3.83 -1.10 -5.22
C 5.84 3.59 1.83
C 3.43 -9.09 4.43
C -4.82 4.53 4.32
H 5.08 -4.51 -1.94
H -5.43 -1.06 -4.74
C -13.20 2.39 -2.89
C 0.48 3.65 -11.46
H 3.25 -1.59 11.56
O 1.28 -2.59 11.83
H 1.68 5.03 7.96
H -1.35 -1.98 8.70
H -12.93 -1.30 1.05
H 6.92 3.87 5.17
H -8.70 0.43 -0.61
H -0.11 8.22 10.18
H -6.92 -0.63 -6.33
H -1.31 -4.94 -10.51
H -3.86 4.11 4.65
H -2.41 -3.08 9.58
H 1.23 0.95 -6.97
C 1.82 1.02 -7.89
O 2.84 4.40 -9.59
C -1.89 -2.12 9.63
C 6.70 4.49 1.30
H 0.47 -9.77 5.97
O 4.88 2.62 3.94
O 1.38 -11.99 6.60
H 6.67 4.64 0.23
O 7.12 -4.92 -2.43
H 2.95 -1.80 8.81
H -0.57 9.23 8.88
C 0.30 8.91 9.45
F -0.53 -0.68 -0.33
C -13.24 -0.46 0.44
H 10.19 -5.75 -3.11
O 8.55 5.43 4.36
H -5.58 1.47 4.61
H 0.18 5.81 -4.25
O 7.01 -4.41 -4.99
C 6.74 4.06 4.12
O 5.87 -6.48 -3.84
H -2.77 -4.71 -9.56
H 3.24 -3.10 12.11
H -0.44 -6.19 -5.43
H -4.27 1.49 -7.79
O 1.59 -7.71 4.81
C -9.59 -0.19 -0.61
H -0.18 8.99 -2.15
C 2.60 -5.16 -9.05
O 2.95 2.00 -10.67
F -1.64 -1.48 2.99
H -3.30 1.48 -6.36
N -5.04 0.21 -6.30
H 4.52 -7.41 -2.43
C 2.09 -11.20 5.95
O -0.98 -2.18 10.74
O -1.13 -4.38 -8.43
H 0.20 8.50 -3.75
O 8.50 -6.30 -4.04
H 6.02 -6.96 -1.79
H 0.28 4.79 -2.83
C 0.44 8.28 -2.71
C 0.55 5.77 -3.23
O 4.93 2.92 1.09
O 0.96 -2.60 9.23
O -12.25 1.34 -2.82
H -6.10 2.10 6.11
O 1.31 -4.63 -9.15
C -4.63 -0.38 -5.03
H 1.26 3.40 -12.18
H -7.98 3.40 4.87
H 0.59 -5.05 -4.57
H 2.74 0.47 -7.70
O 0.01 8.60 6.35
O 4.01 -12.65 5.49
C -0.42 6.69 -1.16
H -1.83 -3.35 -10.06
O 0.03 -6.77 -8.17
O 1.14 8.07 8.67
C 0.93 5.51 7.32
H 4.36 1.25 -9.32
N 0.08 6.90 -2.34
P -11.78 0.88 -1.33
C -3.90 0.84 -7.00
C 2.25 -2.60 8.57
H 4.59 0.95 -11.07
C 9.73 -5.52 -4.07
H 3.80 7.64 7.78
H -9.33 -1.22 -0.82
H 4.95 -10.77 4.16
H -0.84 -4.51 -5.38
O -6.30 -0.14 -8.21
H -4.43 2.20 5.56
F -2.10 -2.46 0.73
As -1.18 -1.07 1.33
H 6.32 -4.12 -0.82
O 4.06 -8.25 3.76
P 2.24 3.05 -9.66
H 4.61 8.55 6.52
H 0.59 4.79 6.58
H -14.30 -0.61 0.20
C -7.22 3.68 4.14
H 1.31 0.61 -8.76
C 6.08 -4.07 -1.88
H -2.63 -1.34 9.80
H 2.06 -2.20 7.58
C 1.47 -9.93 5.61
H -10.09 -0.18 0.36
H -7.46 2.96 3.35
C 5.57 -7.31 -2.71
H 3.07 -5.55 -9.95
H 1.62 5.89 -3.40
O 2.62 8.80 6.55
O -5.05 5.64 3.79
N -5.80 3.58 4.53
O 0.88 -0.33 10.64
H 2.04 -7.22 4.12
C 7.59 5.31 2.11
P 1.27 8.08 7.03
C 4.26 1.67 -10.32
H -4.35 0.40 -4.33
O 0.66 3.16 -10.13
C 2.58 -2.23 12.14
H -0.36 3.07 -11.83
H 0.35 4.73 -11.51
H 0.06 5.86 7.87
H -13.38 2.70 -3.92
P 0.20 -5.27 -8.13
C 4.01 -10.47 4.58
O 8.34 6.25 1.67
H 9.24 5.85 3.84
*
```

Output
* Kohn-Sham gap: 6.55 eV

Results of the Mulliken charge analysis, in e, for atoms 1 through 8: number 1, H, carries 0.34; number 2, H, carries 0.33; number 3, O, carries -0.29; number 4, H, carries 0.28; number 5, C, carries -0.75; number 6, H, carries 0.29; number 7, C, carries 0.40; number 8, H, carries 0.27

=====

(3)
ORCA calculation (ωB97M-V/def2-TZVPD) on 12 unconnected molecules or ions with the total composition C39H84O33.

ORCA input file:
```
! RIJCOSX wB97M-V def2-TZVPD def2/J DEFGRID3
* xyz 0 1
C 4.54 -2.03 -0.02
H -3.83 0.38 1.34
H 1.54 -3.40 2.86
H -4.72 0.25 -2.05
C 0.76 -2.73 2.40
H -1.94 -0.88 1.88
C 3.63 3.67 -0.82
H 2.60 3.52 -0.81
O 0.65 0.98 -1.08
O 4.52 -2.19 -1.42
H 0.94 4.63 -2.55
H 0.42 -3.12 1.44
C -1.47 -3.46 3.21
H -2.04 0.07 -4.25
O 0.67 -4.19 -1.02
O 0.13 6.29 3.07
H -1.15 7.20 1.62
H -3.19 -2.84 -4.24
H -4.94 2.47 1.02
H -2.91 -6.13 -0.45
H -1.14 2.44 5.92
O -5.13 -1.49 -0.93
O 4.01 -0.20 3.30
H 5.59 0.57 2.44
O 0.24 -5.43 -2.74
O -2.28 1.14 2.44
O -1.73 -4.24 2.34
H -1.79 1.24 -5.47
H 3.92 -2.65 -4.92
C -5.25 -0.72 -2.12
O 4.17 3.91 0.51
H -4.30 -5.82 0.56
C -0.95 2.67 4.87
C 1.63 2.24 -4.44
C -3.48 -3.74 4.33
C -1.66 -1.89 -1.01
C 7.10 -2.83 4.65
H 2.96 -2.36 -3.44
H -4.24 1.12 2.95
C 1.47 -0.10 -1.60
O -5.45 0.17 -6.18
C -3.88 -1.83 -0.54
H 2.49 0.22 -1.72
H -3.25 2.64 0.47
C 0.35 2.99 1.88
H -1.61 6.55 4.12
H -0.41 -5.82 -0.31
C 2.80 0.65 -5.66
H 0.01 -6.61 -4.47
C -4.49 3.89 3.18
H 0.23 2.27 2.67
O -2.95 -1.54 -1.52
C -3.90 2.48 1.36
H 4.08 5.29 4.40
H 2.38 0.88 3.71
C 0.73 1.19 0.26
H -0.09 4.02 -3.93
C -3.63 -4.75 -2.32
C 3.44 1.01 3.69
H 4.16 -2.97 0.39
C 6.18 -1.28 3.31
H -3.08 -4.51 0.44
O -2.50 -5.13 -2.49
O 1.82 3.16 -3.50
O -3.73 3.67 2.04
C -3.62 1.17 2.05
H 0.11 6.22 0.84
H -7.31 0.34 -6.68
H 4.07 6.59 3.26
H 3.87 1.34 4.66
H -6.29 -0.47 -2.23
O 0.05 3.68 4.77
H -0.90 -1.84 -1.82
H -3.45 -4.80 4.11
O 2.67 5.68 0.76
H 4.40 -1.43 -3.84
H 1.29 -1.05 -1.03
H -1.65 5.20 2.96
H -5.04 -1.24 -3.01
H -1.65 -2.86 -0.56
H -0.58 1.80 4.38
O 0.82 -3.30 -3.09
H 3.80 4.58 -1.43
H -1.89 2.94 4.34
O -4.22 1.93 -5.44
H -2.84 -4.52 -4.69
H -4.26 -3.37 3.66
H -0.63 -4.94 -4.55
C 3.95 -2.44 -3.86
H -4.35 3.01 3.84
O -4.32 -4.84 -1.21
O 4.10 4.86 2.34
H -2.30 -0.63 3.60
H 1.06 -0.17 -2.59
O 2.75 1.66 -4.57
O -4.37 -4.26 -3.29
H 4.18 2.92 -1.34
C -0.50 4.95 4.91
H 3.88 -1.18 0.19
H -0.08 3.10 -2.41
C -3.54 -5.35 -0.08
H 3.74 0.08 -5.61
H 3.72 1.78 2.99
H -0.77 -0.07 2.93
H 2.54 5.67 3.45
C -1.79 -0.18 2.73
O -3.36 -0.14 -5.94
H 5.70 0.49 4.21
C 4.90 -3.38 -1.90
C -4.32 0.79 -5.80
H 7.41 -3.00 5.65
C 0.59 -4.23 -2.36
O -2.18 -3.20 4.31
H 7.94 -2.70 3.98
C -2.02 0.22 -5.32
C -1.01 5.72 3.70
H 5.66 -2.17 2.89
H -4.46 -3.67 -5.20
O 4.78 -3.40 -3.23
H -5.52 3.96 2.81
H 1.07 -1.72 2.37
H 7.16 -1.17 2.79
C -6.58 1.01 -6.25
O 5.20 -4.36 -1.21
C 3.63 5.62 3.48
C 0.52 3.77 -3.05
C 3.52 4.92 1.16
H -0.46 3.64 1.76
H -1.34 -1.12 -0.33
H 6.49 -3.70 4.31
H -1.31 -0.49 -5.84
O -3.62 -2.31 0.54
C -3.64 -3.82 -4.46
H -1.24 4.89 5.76
H -6.37 1.89 -6.87
C 5.39 -0.04 3.35
C 0.23 -5.57 -4.21
H 1.16 -5.29 -4.67
H -3.77 -3.55 5.34
O 0.32 2.43 0.53
C 0.58 -5.40 -0.26
H 0.31 5.66 5.30
H 1.35 -6.14 -0.54
C -0.10 6.87 1.74
H 2.77 1.04 -6.65
H 0.63 7.67 1.57
H 0.77 -4.96 0.73
H -4.29 4.79 3.74
H 1.36 3.42 1.92
H 2.07 -0.16 -5.60
H -6.91 1.29 -5.24
O 1.22 0.42 1.02
O 6.33 -1.64 4.64
H 5.55 -1.89 0.36
O 0.57 1.90 -4.89
O -0.37 -2.72 3.39
*
```

Output
* Kohn-Sham gap: 9.96 eV
* SMILES: COC(=O)OC.COC(=O)OC.COC(=O)OC.COC(=O)OC.COC(=O)OC.COC(=O)OC.COC(=O)OC.COC(=O)OC.COC(=O)OC.COCCOC.COCCOC.COCCOC
* relative energy (zero: lowest compared OMol25 entry of this formula, charge and spin): 0.00 kJ/mol

Results of the Mulliken charge analysis, in e, for atoms 1 through 8: number 1, C, carries -0.75; number 2, H, carries -0.27; number 3, H, carries 0.31; number 4, H, carries 0.30; number 5, C, carries 0.87; number 6, H, carries -0.11; number 7, C, carries -0.44; number 8, H, carries -0.02

=====

> Look up the Kohn-Sham gap of the third one.

9.96 eV

=====

> Kohn-Sham gap of number 3 (C39H84O33)?

9.96 eV

=====

> Which of these has the lowest Kohn-Sham gap?

C39H82NO18